21
Properties=species:S:1:pos:R:3 method="wB97M-V/def2-TZVPD" homo_lumo_gap_ev=10.19 lumo_ev=-6.159 total_charge=+2 relative_energy_kcal_mol=0.0 max_force_ev_per_a=5.68
C -9.3572 1.6819 0.1879
C 8.1429 0.6837 0.4906
C -9.6835 -0.7941 -0.0678
C 5.9239 -0.1808 0.0319
N -9.3776 0.4401 0.1039
N 8.5409 -0.0911 -0.5198
N -8.9854 -1.6167 -0.7216
N 4.8001 -0.2740 0.6293
O 6.4407 -0.8229 -0.8710
H -9.8544 2.4604 -0.3734
H -8.6060 2.1647 0.8881
H 8.4872 0.2713 1.3829
H 8.4086 1.7970 0.2524
H -10.4343 -1.1788 0.6264
H 6.8443 0.5444 0.3958
H 9.1245 -0.8748 -0.3084
H -8.2039 -1.3108 -1.3483
H -9.1650 -2.6142 -0.6266
H 4.1370 -0.7648 0.0651
H 4.4624 0.4271 1.2788
H 8.3548 0.0525 -1.4964


22
Properties=species:S:1:pos:R:3 method="wB97M-V/def2-TZVPD" homo_lumo_gap_ev="9.10 / 9.10" lumo_ev="0.850 / 0.850" relative_energy_kcal_mol=143.6 max_force_ev_per_a=4.58
C -1.2642 1.4274 1.7197
C -1.1236 1.2960 0.2070
C -0.4252 -0.2823 -1.6811
C -0.3414 0.0341 -0.1749
N 1.7526 1.0815 -0.0773
N 1.6241 -1.3653 1.1009
N 1.0315 0.1318 0.2278
N 0.3165 -1.5027 -1.9571
O 0.6202 -2.2972 0.9887
O 2.9271 1.2374 0.1880
H -1.8293 0.5881 2.1226
H -1.7822 2.3492 1.9751
H -0.2848 1.4449 2.1955
H -0.6147 2.1704 -0.1997
H -2.1134 1.2330 -0.2479
H -0.0704 0.5941 -2.2505
H -1.4738 -0.4562 -1.9363
H -0.7580 -0.8246 0.3670
H 1.5765 -1.0110 2.0568
H 0.7505 -2.7169 0.1244
H 1.3112 -1.3370 -1.8322
H 0.1708 -1.7947 -2.9164


28
Properties=species:S:1:pos:R:3 method="wB97M-V/def2-TZVPD" homo_lumo_gap_ev=11.20 lumo_ev=0.235 relative_energy_kcal_mol=16.8 smiles="C[N+](=O)[O-].C[N+](=O)[O-].C[N+](=O)[O-].C[N+](=O)[O-]" max_force_ev_per_a=3.34
C -3.5960 -0.8286 -2.6436
N -3.2655 0.5877 -2.8727
O -2.2824 1.0466 -2.4143
O -4.0164 1.2195 -3.5375
H -4.5351 -0.7390 -2.1199
H -2.8878 -1.3194 -1.9986
H -3.6701 -1.3607 -3.6347
C -1.6414 0.2695 3.5212
N -1.3419 1.4201 4.4254
O -0.9525 1.1502 5.5164
O -1.4286 2.5250 3.9592
H -1.5497 -0.6524 4.0431
H -0.9238 0.3649 2.6967
H -2.6380 0.4978 3.1227
C 4.9292 -1.1665 0.8564
N 3.7758 -1.5864 -0.0604
O 2.9572 -2.3560 0.3042
O 3.7634 -1.0579 -1.1566
H 5.8186 -1.7231 0.5667
H 4.5309 -1.3396 1.8264
H 5.0218 -0.1025 0.6166
C 0.9645 1.0539 -2.0188
N 0.0594 0.3647 -1.0365
O -0.3670 -0.7013 -1.3449
O -0.1779 0.9228 0.0151
H 1.7031 0.2840 -2.2248
H 1.3320 1.9028 -1.4785
H 0.4182 1.3240 -2.9285


23
Properties=species:S:1:pos:R:3 method="wB97M-V/def2-TZVPD" homo_lumo_gap_ev=7.07 lumo_ev=-8.712 total_charge=+2 relative_energy_kcal_mol=17.7 max_force_ev_per_a=3.98
C -0.3686 -1.4231 0.1486
C 1.8554 -0.4554 -0.2262
C 0.5142 1.4667 0.6376
C -3.2096 0.5098 -0.7471
N -0.9960 -0.3601 -0.2901
N 1.0590 -1.4652 0.1085
N 1.4899 0.9169 -0.1121
N -0.8513 -2.4858 0.8271
N 3.1264 -0.6716 -0.4522
N 0.4159 2.7700 0.6112
O -2.4138 -0.4145 -0.1015
H 0.1668 0.8069 1.3864
H -3.9784 -0.0592 -1.3458
H -2.7039 1.2310 -1.3814
H -3.7774 1.0990 0.0605
H 1.3799 -2.3857 -0.0675
H 2.1874 1.6125 -0.4849
H -1.7923 -2.6503 0.6514
H -0.2166 -3.2597 0.8754
H 3.5400 -1.5773 -0.4539
H 3.7661 0.0791 -0.9101
H 0.8954 3.3918 -0.0777
H -0.0884 3.3243 1.3439


18
Properties=species:S:1:pos:R:3 method="wB97M-V/def2-TZVPD" homo_lumo_gap_ev=11.91 lumo_ev=-3.209 total_charge=+1 relative_energy_kcal_mol=10.3 smiles=C[C@@H]([NH3+])CCO max_force_ev_per_a=1.61
C 1.8270 -0.1009 0.9094
C 0.4476 -0.4158 0.3683
C 0.1930 0.3698 -0.9172
C -1.0455 -0.1562 -1.6308
O -2.1364 -0.2292 -0.6979
N -0.5494 0.0577 1.4134
H 2.0994 -0.5264 1.8692
H 2.0616 0.9727 0.9111
H 2.6449 -0.4610 0.2654
H 0.3356 -1.4886 0.2688
H 0.2308 1.4408 -0.7179
H 1.0664 0.1207 -1.5152
H -1.2894 0.5160 -2.4608
H -0.8214 -1.1348 -2.0457
H -2.7762 0.4483 -0.9339
H -1.4968 -0.1881 1.0950
H -0.3008 -0.3003 2.3360
H -0.4902 1.0752 1.4830


18
Properties=species:S:1:pos:R:3 method="wB97M-V/def2-TZVPD" homo_lumo_gap_ev=10.03 lumo_ev=-3.707 total_charge=+1 relative_energy_kcal_mol=43.8 max_force_ev_per_a=0.62
C 0.3200 -1.3128 1.5972
O 0.1484 -2.3815 2.5216
C -0.6524 -1.4680 0.4683
C -1.7310 -0.7115 0.3097
H 1.3332 -1.3396 1.1746
H 0.1664 -0.3755 2.1475
H 0.9903 -2.8223 2.6705
H -0.4662 -2.3042 -0.1980
H -2.3657 -0.8333 -0.5629
H -2.0618 -0.0034 1.0576
C 0.5976 2.0081 -2.0949
N 0.5028 1.4080 -0.7169
H -0.3079 2.5819 -2.2812
H 1.5065 2.5889 -2.1629
H 0.6250 1.1928 -2.8117
H -0.3350 0.8028 -0.6268
H 0.4100 2.1353 -0.0072
H 1.3198 0.8342 -0.4847


18
Properties=species:S:1:pos:R:3 method="wB97M-V/def2-TZVPD" homo_lumo_gap_ev=11.01 lumo_ev=-3.426 total_charge=+1 relative_energy_kcal_mol=28.5 max_force_ev_per_a=1.64
C -0.5866 0.4761 2.4446
C -1.1610 0.9570 1.0995
C -0.4696 0.3190 -0.0541
C 0.3133 0.9653 -0.8954
N 1.0166 0.3423 -2.0423
H 0.0996 -0.3562 2.2820
H -1.4019 0.0399 3.0346
H -0.1456 1.3026 2.9775
H -1.1231 2.0538 1.0632
H -2.2154 0.7342 1.0853
H -0.7552 -0.7115 -0.2273
H 0.5603 2.0089 -0.7324
H 1.0471 -0.6875 -1.9025
H 0.4352 0.5007 -2.8764
H 1.9562 0.7026 -2.1495
H 1.6220 -2.8654 -1.2237
H 0.0943 -3.2186 -0.7786
O 0.7137 -2.5633 -1.1046


19
Properties=species:S:1:pos:R:3 method="wB97M-V/def2-TZVPD" homo_lumo_gap_ev=7.54 lumo_ev=4.171 total_charge=-1 relative_energy_kcal_mol=7.0 max_force_ev_per_a=1.43
C -0.2504 0.0631 1.2021
O 0.1544 -1.2639 1.0514
C 0.4744 1.0042 0.2398
C -0.0608 1.1108 -1.2123
C -1.1687 0.1625 -1.6434
N -0.7131 -1.2168 -1.7066
H -1.3490 0.1179 1.0707
H -0.0362 0.4008 2.2277
H 0.5630 2.0080 0.6962
H 1.4871 0.6325 0.2334
H -0.4163 2.1255 -1.4219
H 0.8080 0.9421 -1.8622
H -1.4960 0.4497 -2.6494
H -2.0154 0.2870 -0.9600
H -1.4726 -1.8538 -1.5060
H -0.1458 -1.3856 -0.8579
H 1.5948 -1.4068 1.6551
H 1.7342 -0.9196 3.0719
O 2.3085 -1.2578 2.3716